Computed, not measured: a cluster of 3 separate species, CH3ClO3S in total in a non-equilibrium geometry, with the ωB97M-V functional and the def2-TZVPD basis.

Last column: natural (NBO) charge in e.
Element x y z (Å)
1 C 0.5189 -0.7082 1.1384  0.268
2 O -2.6562 -0.2517 -2.2517  -0.845
3 O -1.4427 -2.3830 -2.8020  -0.818
4 O -0.6151 -0.5189 1.5429  -0.491
5 S -2.4984 -1.6718 -2.1834  1.672
6 Cl -3.7044 0.8241 0.0246  -0.288
7 H -4.0452 0.3579 -1.1412  0.279
8 H 1.3232 -1.2884 1.6713  0.116
9 H 0.8595 -0.2116 0.1794  0.108

Cartesian forces (eV/Å) of the 2 atoms listed first:
-0.79 0.98 -0.15
0.92 -0.43 -1.24

Calculated values
- DFT total energy: -1123.946629 hartree
- Kohn-Sham gap: 9.09 eV
- Multiplicity: 1